1.
BF4H24O12 | ωB97M-V/def2-TZVPD

Summary:
- HOMO energy: -7.936 eV
- Relative energy (zero: lowest compared OMol25 entry of this formula, charge and spin): 182.67 kJ/mol
- Total charge: -1
- HOMO-LUMO gap: 10.357 eV
- DFT total energy: -1341.91611 Eh
- Lowest unoccupied orbital energy: 2.420 eV

CARTESIAN COORDINATES (ANGSTROEM)
1 B -4.346 17.652 8.883
2 F -4.802 16.700 7.920
3 F -4.513 16.980 10.105
4 F -3.038 17.741 8.472
5 F -5.035 18.850 8.776
6 O -4.307 20.129 6.156
7 H -4.029 19.712 6.977
8 H -5.267 20.139 6.201
9 O -5.496 21.527 10.097
10 H -5.797 20.686 9.745
11 H -4.772 21.783 9.520
12 O -3.377 18.327 12.510
13 H -3.326 17.665 13.204
14 H -3.740 17.856 11.751
15 O -7.118 20.391 7.897
16 H -7.895 19.965 8.270
17 H -6.436 19.707 7.918
18 O -7.176 18.377 10.930
19 H -6.341 17.957 10.691
20 H -6.941 18.998 11.626
21 O -2.041 15.997 6.073
22 H -2.523 16.198 6.881
23 H -1.184 15.684 6.373
24 O -6.406 14.615 10.139
25 H -6.707 14.378 9.259
26 H -5.505 14.933 10.011
27 O -1.161 16.086 10.451
28 H -1.679 15.498 9.886
29 H -1.637 16.101 11.284
30 O -4.515 13.961 6.067
31 H -5.241 14.208 6.647
32 H -4.355 13.032 6.259
33 O -0.935 19.235 7.228
34 H -0.959 19.939 7.880
35 H -1.273 18.464 7.694
36 O -3.418 14.667 9.310
37 H -3.900 14.124 8.680
38 H -3.777 15.565 9.181
39 O -5.615 16.499 4.721
40 H -6.230 16.725 5.425
41 H -6.005 16.878 3.929

Cartesian forces, eV/Å:
B -0.048 -1.383 -2.177
F -1.428 -0.140 -0.167
F -0.006 0.943 0.960
F 1.194 1.004 0.972
F 0.120 -0.010 0.498
O -0.033 0.178 -0.062
H 0.134 -0.127 -0.071
H -0.050 0.067 -0.008
O 0.140 0.228 0.423
H -0.128 -0.002 -0.140
H 0.010 -0.039 -0.077
O 0.019 -0.027 0.102
H -0.035 -0.012 0.041
H 0.001 -0.012 -0.148
O -0.064 -0.079 -0.362
H 0.008 -0.053 0.101
H -0.157 -0.033 0.161
O -0.094 0.076 0.005
H -0.025 -0.102 -0.004
H 0.061 0.063 -0.002
O 0.250 -0.068 -0.077
H -0.233 0.073 -0.002
H 0.038 0.034 0.052
O -0.125 -0.188 0.041
H -0.068 0.090 -0.040
H 0.043 0.036 0.117
O 0.267 -0.052 -0.021
H -0.101 -0.042 0.048
H -0.073 0.061 0.000
O 0.024 -0.298 0.205
H -0.088 0.229 -0.110
H 0.020 -0.063 -0.041
O 0.257 0.110 -0.064
H -0.035 -0.006 0.061
H -0.167 -0.012 -0.031
O -0.098 0.075 0.202
H 0.237 0.015 -0.276
H 0.266 -0.610 -0.122
O -0.180 -0.094 -0.102
H 0.120 0.103 0.145
H 0.028 0.069 -0.031

These are the Löwdin partial charges, in e, on atoms 1 to 6:
1. B -1.26
2. F 0.09
3. F 0.11
4. F 0.16
5. F 0.14
6. O -0.04

=====

2.
C3H8O3 | ωB97M-V/def2-TZVPD

Summary:
- HOMO energy (alpha / beta): -14.606 / -14.600 eV
- Relative energy (zero: lowest compared OMol25 entry of this formula, charge and spin): 69.52 kJ/mol
- Multiplicity: 2
- Total charge: +1
- HOMO-LUMO gap (alpha / beta): 8.073 / 4.335 eV
- DFT total energy: -344.41379 Eh
- Lowest unoccupied orbital energy (alpha / beta): -6.533 / -10.265 eV

CARTESIAN COORDINATES (ANGSTROEM)
1 O -0.936 2.047 0.514
2 C -0.009 1.530 -0.023
3 C 0.055 0.114 -0.546
4 C 1.460 -0.134 -1.131
5 O 1.474 -1.540 -1.283
6 H 0.952 2.073 -0.153
7 H -0.219 -0.664 0.177
8 H -0.734 -0.028 -1.298
9 H 1.569 0.344 -2.106
10 H 2.205 0.137 -0.375
11 H 2.371 -1.889 -1.429
12 H -2.298 -0.553 1.892
13 H -2.881 -0.513 3.324
14 O -3.008 -0.922 2.438

Cartesian forces, eV/Å:
O 0.127 -0.061 -0.122
C -0.065 -0.315 0.238
C -0.135 -0.774 -0.932
C -0.165 -1.476 0.448
O 0.110 0.105 -0.131
H -0.095 0.499 0.078
H 0.256 0.425 0.525
H 0.054 0.444 -0.079
H 0.190 0.412 0.178
H 0.123 0.456 -0.322
H -0.373 0.290 0.063
H -0.307 -0.155 0.317
H -0.174 -0.449 -0.860
O 0.456 0.600 0.596

These are the Löwdin partial charges, in e, on atoms 1 to 6:
1. O 0.39
2. C -0.03
3. C -0.05
4. C -0.23
5. O -0.03
6. H 0.21

=====

3.
C37H57F24N2O3 | ωB97M-V/def2-TZVPD

Summary:
- HOMO energy: -11.967 eV
- Relative energy (zero: lowest compared OMol25 entry of this formula, charge and spin): 0.00 kJ/mol
- Total charge: +1
- HOMO-LUMO gap: 8.833 eV
- DFT total energy: -4175.79486 Eh
- Lowest unoccupied orbital energy: -3.134 eV

CARTESIAN COORDINATES (ANGSTROEM)
1 C 5.700 1.342 -3.558
2 C 6.134 1.854 -2.195
3 C 5.083 1.578 -1.130
4 C 5.364 2.270 0.203
5 C 6.726 1.888 0.809
6 C 6.678 1.633 2.318
7 C 6.342 0.191 2.756
8 C 5.564 -0.655 1.761
9 C 5.394 -2.098 2.250
10 C 4.910 -3.004 1.108
11 C 3.948 -4.076 1.606
12 C 3.630 -5.160 0.588
13 C 2.932 -4.664 -0.677
14 C 1.600 -3.950 -0.429
15 C 0.395 -4.908 -0.389
16 C -0.893 -4.215 -0.850
17 C -1.833 -3.814 0.304
18 C -2.683 -2.629 -0.167
19 N -3.960 -2.386 0.525
20 C -5.054 -2.094 -0.408
21 C -5.883 -0.943 0.122
22 O -5.107 0.214 -0.059
23 C -5.678 1.367 0.516
24 C -5.432 2.588 -0.382
25 F -6.639 3.214 -0.580
26 F -4.951 2.259 -1.602
27 C -4.533 3.659 0.272
28 F -4.551 4.783 -0.502
29 F -5.086 3.984 1.475
30 C -3.056 3.194 0.494
31 F -2.813 2.017 -0.128
32 F -2.873 2.994 1.831
33 C -2.019 4.232 0.042
34 F -2.133 5.339 0.816
35 F -0.783 3.690 0.185
36 C -4.316 -3.447 1.451
37 C -4.128 -4.807 0.820
38 N -2.646 -5.040 0.688
39 H 5.648 0.257 -3.568
40 H 4.742 1.745 -3.873
41 H 6.431 1.611 -4.317
42 H 6.316 2.926 -2.257
43 H 7.074 1.371 -1.938
44 H 4.143 1.987 -1.504
45 H 4.970 0.505 -0.992
46 H 4.577 1.977 0.894
47 H 5.325 3.345 0.058
48 H 7.421 2.703 0.632
49 H 7.150 1.028 0.300
50 H 7.660 1.872 2.719
51 H 5.991 2.342 2.773
52 H 7.256 -0.334 3.018
53 H 5.726 0.254 3.650
54 H 4.573 -0.238 1.593
55 H 6.065 -0.723 0.800
56 H 4.692 -2.138 3.078
57 H 6.377 -2.440 2.561
58 H 5.769 -3.454 0.616
59 H 4.402 -2.411 0.347
60 H 3.061 -3.578 1.995
61 H 4.411 -4.568 2.460
62 H 4.562 -5.637 0.299
63 H 2.992 -5.907 1.064
64 H 2.750 -5.489 -1.360
65 H 3.580 -3.960 -1.192
66 H 1.463 -3.207 -1.209
67 H 1.618 -3.411 0.516
68 H 0.293 -5.345 0.600
69 H 0.611 -5.690 -1.110
70 H -1.483 -4.817 -1.543
71 H -0.670 -3.295 -1.378
72 H -1.201 -3.551 1.142
73 H -2.047 -1.761 -0.008
74 H -2.815 -2.719 -1.243
75 H -4.663 -1.761 -1.363
76 H -5.684 -2.963 -0.611
77 H -6.059 -1.119 1.186
78 H -6.830 -0.891 -0.418
79 H -5.202 1.549 1.481
80 H -6.746 1.266 0.674
81 H -2.162 4.499 -1.006
82 H -3.775 -3.364 2.391
83 H -5.372 -3.337 1.675
84 H -4.503 -5.574 1.492
85 H -4.649 -4.929 -0.121
86 H -2.472 -5.829 0.065
87 H -2.330 -5.340 1.608
88 C -3.802 -1.979 -4.839
89 C -2.482 -2.121 -5.627
90 C -2.510 -2.779 -7.013
91 F -2.887 -4.068 -6.940
92 F -1.264 -2.746 -7.526
93 F -1.559 -2.729 -4.845
94 F -2.050 -0.852 -5.846
95 O -4.059 -2.908 -3.777
96 C -4.765 -4.081 -3.924
97 C -3.918 -5.296 -3.530
98 F -2.847 -5.422 -4.322
99 F -4.665 -6.414 -3.631
100 F -5.315 -4.218 -5.131
101 F -5.783 -4.031 -3.026
102 H -3.693 -1.030 -4.315
103 H -4.665 -1.859 -5.493
104 H -3.181 -2.240 -7.686
105 H -3.577 -5.185 -2.495
106 C -0.921 7.336 3.003
107 C 0.363 7.673 2.214
108 C 1.659 6.932 2.563
109 F 2.073 7.204 3.811
110 F 2.630 7.335 1.713
111 F 0.577 9.003 2.238
112 F 0.101 7.331 0.919
113 O -1.334 8.234 4.030
114 C -0.953 8.113 5.348
115 C -0.217 9.364 5.838
116 F 0.919 9.548 5.142
117 F 0.104 9.200 7.140
118 F -0.251 6.992 5.585
119 F -2.086 8.021 6.080
120 H -1.717 7.420 2.266
121 H -0.936 6.298 3.335
122 H 1.528 5.851 2.452
123 H -0.852 10.245 5.726

Cartesian forces, eV/Å:
C 0.384 -0.036 -0.162
C -0.303 -0.189 -0.181
C 0.117 0.755 -0.057
C 0.325 -0.843 -0.178
C -0.144 0.315 0.283
C 0.327 -0.175 -0.164
C -0.431 0.388 -0.297
C -0.027 -0.480 0.394
C 0.039 0.374 -0.967
C -0.379 -0.001 0.316
C 0.661 -0.163 -0.006
C -0.530 0.184 -0.125
C -0.063 0.452 0.350
C -0.093 -0.335 0.346
C 0.217 0.449 -1.044
C -0.416 0.093 0.905
C 0.442 0.076 -1.272
C -0.126 0.095 0.592
N 0.335 -0.434 -0.365
C -0.083 0.491 0.232
C 0.283 -0.508 0.036
O -0.218 0.289 -0.162
C 0.779 -0.273 0.001
C -0.830 0.267 -0.161
F 0.386 -0.168 -0.020
F -0.079 0.167 0.304
C -0.226 0.419 0.049
F 0.148 -0.632 0.295
F 0.288 -0.151 -0.693
C 0.273 0.160 1.020
F -0.121 0.356 0.040
F -0.069 -0.140 -0.485
C 0.144 -0.021 -0.530
F 0.093 -0.428 -0.089
F -0.322 0.242 0.218
C -0.386 0.368 -0.751
C -0.073 -0.276 0.981
N -0.288 -0.036 0.419
H -0.180 -0.190 0.049
H -0.190 0.054 0.040
H 0.077 0.080 -0.144
H 0.082 0.166 0.073
H 0.222 0.058 0.131
H -0.260 -0.224 -0.075
H -0.086 -0.198 0.044
H -0.171 0.186 0.168
H -0.147 0.212 0.073
H 0.167 0.103 -0.091
H 0.058 -0.203 -0.102
H 0.105 0.083 0.195
H -0.168 0.097 0.045
H 0.162 -0.105 0.051
H 0.122 -0.109 0.350
H -0.122 0.160 -0.176
H 0.132 0.213 -0.205
H 0.033 -0.036 0.302
H 0.037 -0.223 0.446
H 0.108 -0.160 -0.118
H -0.028 0.212 -0.096
H -0.242 -0.022 0.032
H 0.008 -0.051 0.210
H 0.117 -0.240 0.014
H 0.069 -0.239 0.053
H 0.110 -0.178 -0.168
H 0.219 0.014 -0.118
H -0.203 0.056 -0.193
H 0.176 0.283 0.049
H -0.050 -0.252 0.127
H -0.023 -0.390 0.106
H 0.041 -0.123 -0.181
H 0.218 0.110 -0.219
H -0.256 -0.021 0.485
H 0.192 0.156 -0.162
H -0.241 -0.100 -0.160
H 0.214 -0.070 -0.150
H -0.106 -0.135 0.034
H -0.295 0.091 0.164
H -0.171 0.156 0.017
H -0.100 0.036 0.193
H -0.234 0.049 -0.106
H 0.054 0.090 0.033
H 0.161 -0.038 0.142
H -0.143 0.010 0.263
H -0.005 -0.257 -0.018
H 0.224 0.189 -0.376
H 0.188 0.120 -0.160
H 0.086 -0.097 0.010
C -0.388 0.295 0.198
C -0.001 -0.277 0.400
C 0.061 0.128 -0.248
F -0.219 -0.172 0.298
F 0.049 0.061 0.062
F -0.014 -0.133 0.008
F -0.076 0.139 -0.081
O 0.486 -0.464 -0.320
C -0.089 0.790 -0.057
C -0.005 -0.172 0.046
F 0.123 0.093 -0.202
F -0.024 0.039 0.037
F 0.220 -0.023 -0.147
F -0.079 -0.100 0.119
H 0.036 -0.002 0.032
H 0.028 -0.271 -0.154
H -0.038 0.011 0.046
H -0.069 0.074 0.024
C -0.499 -0.169 0.065
C -0.188 0.445 0.280
C 0.104 -0.191 -0.208
F -0.182 0.118 0.294
F -0.046 0.020 -0.067
F 0.065 0.006 0.088
F -0.002 -0.183 -0.061
O 0.721 0.151 0.010
C -0.389 -0.281 -0.405
C -0.004 0.186 0.069
F 0.119 -0.132 -0.127
F -0.024 -0.038 -0.001
F 0.219 0.026 -0.161
F -0.076 0.019 0.079
H 0.031 0.067 -0.035
H 0.261 0.004 0.148
H -0.054 0.001 0.014
H -0.050 -0.041 0.004

These are the Löwdin partial charges, in e, on atoms 1 to 6:
1. C -0.12
2. C -0.27
3. C -0.23
4. C -0.21
5. C -0.22
6. C -0.20

=====

4.
C4H5LuO6 | ωB97M-V/def2-TZVPD

Summary:
- HOMO energy (alpha / beta): -12.712 / -14.231 eV
- Relative energy (zero: lowest compared OMol25 entry of this formula, charge and spin): 384.45 kJ/mol
- Multiplicity: 2
- Total charge: +1
- HOMO-LUMO gap (alpha / beta): 7.516 / 7.813 eV
- DFT total energy: -1842.00537 Eh
- Lowest unoccupied orbital energy (alpha / beta): -5.195 / -6.418 eV

CARTESIAN COORDINATES (ANGSTROEM)
1 H -0.313 0.639 -0.345
2 O 2.226 1.594 -0.288
3 C 2.046 0.421 0.160
4 O 2.186 0.126 1.347
5 O 1.137 -0.255 -0.613
6 C 0.541 -1.487 -0.200
7 O -1.529 -0.302 0.348
8 C -1.946 1.266 0.296
9 C -0.959 -1.368 -0.416
10 O -0.877 1.729 -0.277
11 O -2.654 1.721 1.130
12 Lu 1.060 3.374 0.384
13 H 0.760 -1.701 0.853
14 H 0.934 -2.288 -0.838
15 H -1.170 -1.184 -1.481
16 H -1.443 -2.284 -0.062

Cartesian forces, eV/Å:
H -0.713 2.612 -0.073
O -0.288 4.148 -1.063
C -2.908 -0.812 4.798
O 0.921 -0.492 -1.839
O -0.407 0.282 -1.123
C 0.006 -0.783 0.568
O -1.192 2.135 1.489
C 0.980 -3.116 3.523
C -0.370 0.173 -1.194
O 3.002 -0.328 -1.407
O 0.224 -0.832 -2.409
Lu 0.679 -3.109 -1.066
H 0.110 0.224 -0.270
H -0.099 0.148 0.202
H 0.019 -0.390 0.158
H 0.037 0.140 -0.293

These are the Löwdin partial charges, in e, on atoms 1 to 6:
1. H 0.24
2. O -0.27
3. C -0.71
4. O 0.09
5. O -0.04
6. C -0.11

=====

5.
C32H34ClIN6O7Zr | ωB97M-V/def2-TZVPD

Summary:
- HOMO energy: -13.253 eV
- Total charge: +2
- HOMO-LUMO gap: 7.227 eV
- DFT total energy: -2899.77899 Eh
- Lowest unoccupied orbital energy: -6.026 eV

CARTESIAN COORDINATES (ANGSTROEM)
1 Zr 1.051 -0.018 0.252
2 C -1.642 -3.213 -0.961
3 C -0.242 -3.029 -1.462
4 N 0.614 -2.048 -1.148
5 C 1.712 -2.242 -1.970
6 C 1.586 -3.357 -2.734
7 N 0.355 -3.854 -2.368
8 C 2.320 -4.095 -3.803
9 O 3.440 -3.518 -4.230
10 O 1.830 -5.117 -4.214
11 C 2.850 -1.318 -1.849
12 O 3.729 -1.289 -2.706
13 O 2.795 -0.578 -0.814
14 H -2.332 -2.485 -1.386
15 H -1.706 -3.125 0.100
16 H -1.947 -4.251 -1.249
17 H 0.040 -4.736 -2.810
18 H 3.654 -2.622 -3.810
19 O 1.968 2.005 -0.506
20 C 2.493 2.222 -1.820
21 C 1.425 1.798 -2.783
22 C 1.204 2.458 -3.993
23 C 0.241 1.942 -4.847
24 C -0.470 0.827 -4.452
25 C -0.202 0.250 -3.227
26 N 0.714 0.721 -2.403
27 H 2.450 2.518 0.184
28 H 3.402 1.634 -1.921
29 H 2.735 3.260 -2.007
30 H 1.865 3.244 -4.288
31 H 0.010 2.358 -5.811
32 H -1.173 0.391 -5.127
33 H -0.632 -0.728 -2.955
34 Cl 2.033 5.198 5.263
35 C 2.106 3.789 4.237
36 C 3.115 2.894 4.374
37 C 3.263 1.773 3.540
38 I 4.905 0.524 3.651
39 C 2.308 1.487 2.600
40 O 2.298 0.409 1.789
41 C 1.210 2.352 2.455
42 N 0.291 1.956 1.533
43 C -0.733 2.756 1.387
44 C -0.908 3.969 2.098
45 C 0.007 4.373 3.025
46 C 1.114 3.549 3.275
47 H 3.875 3.088 5.098
48 H -1.490 2.468 0.671
49 H -1.819 4.572 2.063
50 H -0.061 5.274 3.610
51 N 1.977 -2.074 1.240
52 C 2.206 -2.420 2.661
53 C 0.921 -2.391 3.490
54 C 0.127 -1.135 3.337
55 N -0.380 -0.891 1.979
56 H 1.677 -2.907 0.728
57 H 2.905 -1.943 0.849
58 H 2.975 -1.756 3.126
59 H 2.579 -3.469 2.718
60 H 1.177 -2.540 4.524
61 H 0.246 -3.221 3.225
62 H 0.644 -0.248 3.641
63 H -0.766 -1.177 3.977
64 H -1.193 -0.219 2.000
65 H -0.778 -1.797 1.625
66 C -2.375 1.861 -1.526
67 C -2.378 0.639 -0.649
68 O -1.343 0.071 -0.264
69 C -3.686 0.100 -0.346
70 C -4.858 0.591 -0.962
71 C -6.096 0.113 -0.533
72 C -6.154 -0.877 0.398
73 C -5.018 -1.414 0.974
74 C -3.790 -0.898 0.636
75 H -1.384 2.264 -1.656
76 H -3.081 2.594 -1.193
77 H -2.740 1.508 -2.527
78 H -4.853 1.394 -1.720
79 H -7.030 0.432 -0.970
80 H -7.092 -1.313 0.757
81 H -5.180 -2.093 1.772
82 H -2.910 -1.222 1.135

Cartesian forces, eV/Å:
Zr 0.124 -0.674 0.119
C 0.310 -1.236 -1.086
C 0.636 -0.088 -0.101
N -0.442 -0.169 -0.669
C 0.490 0.197 0.366
C -1.198 -0.111 0.588
N -0.472 -0.335 -0.356
C 0.612 0.691 -0.138
O -0.345 -0.124 0.073
O 0.470 0.388 0.060
C 0.419 -0.460 -1.563
O -0.206 -0.022 0.395
O -0.144 1.129 0.953
H 0.048 -0.054 -0.167
H 0.053 -0.009 0.786
H -0.058 0.963 0.320
H -0.074 0.774 0.457
H -0.468 -0.829 0.015
O 0.049 0.599 0.856
C 0.105 -0.135 -0.288
C -0.262 -0.140 -0.149
C 0.181 -0.930 0.330
C -0.130 0.036 0.276
C 0.166 -0.038 0.128
C -0.206 -1.197 -0.523
N 0.530 0.533 0.995
H -0.291 -0.480 -0.768
H 0.056 -0.193 -0.225
H 0.015 0.338 0.331
H 0.079 0.544 -0.079
H 0.234 0.322 -0.191
H -0.423 -0.291 -0.196
H -0.111 0.734 0.000
Cl -0.012 -0.477 -0.385
C -0.144 0.223 0.279
C 0.697 -0.023 -0.042
C -0.097 -0.285 -0.190
I 0.186 0.017 0.194
C -0.307 -0.510 -0.600
O 0.173 0.510 0.108
C 0.569 0.888 1.303
N -0.117 0.299 0.094
C -1.016 0.922 -0.024
C -0.660 0.156 0.374
C 0.588 -0.504 0.127
C -0.445 -1.079 -1.384
H 0.385 0.057 0.438
H 0.047 0.032 0.073
H 0.206 -0.416 -0.682
H -0.394 0.259 -0.030
N 0.597 -0.387 -0.386
C 0.089 -0.753 0.948
C -0.014 -0.213 -1.009
C -1.330 0.621 0.837
N -1.256 -0.225 -1.298
H -0.284 0.154 0.360
H 0.184 0.283 -0.025
H -0.694 -0.403 -0.683
H 0.073 0.761 -0.067
H 0.079 -0.007 0.504
H 0.300 -0.049 -0.044
H 0.606 0.416 0.210
H 0.305 -0.183 0.150
H 1.181 -1.026 0.125
H 0.360 1.124 0.309
C 0.266 -0.999 -0.953
C 0.061 0.290 -0.858
O 0.428 0.380 0.082
C -0.808 -0.257 0.186
C -0.241 0.486 0.194
C 0.132 0.328 -1.119
C -0.654 -1.280 0.986
C 0.152 0.880 0.020
C -0.491 0.119 -0.354
H 0.250 0.198 0.023
H -0.254 0.478 0.268
H 0.340 0.351 0.701
H 0.147 -0.693 0.505
H 0.101 0.386 -0.152
H 0.091 0.477 -0.404
H 0.325 -0.773 0.473
H 0.555 -0.287 0.268

These are the Löwdin partial charges, in e, on atoms 1 to 6:
1. Zr 1.95
2. C 0.03
3. C -0.31
4. N 0.04
5. C -0.16
6. C -0.05